Record 1
Computed, not measured: a molecular structure, C48H65As2BI2N7S2Ti, with ωB97M-V/def2-TZVPD.

Geometry (Å):
Ti: -0.04916 -0.97749 -0.27041
I: -0.54413 -0.34430 -3.46719
C: 0.09094 1.33012 -4.61685
I: 0.24498 3.17144 -3.62249
H: -0.64141 1.41308 -5.41068
H: 1.06778 1.07507 -5.00553
C: -3.57810 -2.91627 1.92859
N: -2.82654 -3.96720 1.25798
C: -2.81991 -5.27709 1.67286
C: -1.99925 -5.94436 0.83029
N: -1.50692 -5.04898 -0.09070
B: -0.27306 -5.49985 -0.96616
N: -0.16249 -4.74412 -2.32496
C: -0.44220 -5.31599 -3.54586
C: 0.21496 -4.61669 -4.49932
N: 0.90530 -3.61417 -3.85479
C: 1.95197 -2.80884 -4.48798
C: 0.63744 -3.69493 -2.53717
S: 1.36985 -2.64855 -1.35483
C: -2.01815 -3.85184 0.18185
S: -1.91319 -2.38372 -0.77519
H: -3.49732 -3.07148 3.00248
H: -4.62641 -2.94296 1.63752
H: -3.14542 -1.95973 1.65979
H: -3.40568 -5.61298 2.51270
H: -1.71296 -6.98245 0.80179
H: 0.72271 -5.27759 -0.32296
H: -0.43502 -6.66334 -1.19952
H: -1.06076 -6.19415 -3.62476
H: 0.28163 -4.75911 -5.56496
H: 1.68931 -2.66746 -5.53270
H: 2.90154 -3.33257 -4.41441
H: 2.03660 -1.85061 -3.98755
N: -0.09988 1.08502 0.11796
C: -0.26825 2.23522 0.20708
N: -0.57445 3.46630 0.45184
C: -1.10878 3.84459 1.78187
C: -0.03143 4.56172 2.59509
C: 0.89495 5.37428 1.67270
C: 0.16783 5.82094 0.40646
C: -0.28931 4.62556 -0.44250
H: -1.50330 2.94922 2.26282
H: -1.96180 4.49280 1.59158
H: 0.55838 3.84493 3.17348
H: -0.52995 5.21450 3.31422
H: 1.76590 4.77541 1.40042
H: 1.28334 6.23886 2.20738
H: 0.81563 6.44707 -0.20728
H: -0.69011 6.44529 0.66475
H: 0.46651 4.31016 -1.15329
H: -1.20741 4.85347 -0.98324
C: -2.51070 -0.01927 3.62382
N: -1.29320 0.67100 4.15355
C: -1.06012 0.31845 5.59428
C: -0.10398 0.49839 3.20980
C: 0.28377 -0.93113 2.98134
C: 0.84742 -1.59292 4.06772
C: 1.15358 -2.94617 4.02793
C: 0.90512 -3.64835 2.86587
C: 0.42277 -2.97836 1.74737
C: 0.11157 -1.60489 1.74435
H: -3.36072 0.23631 4.25071
H: -2.31920 -1.08887 3.65575
H: -2.67896 0.30286 2.59688
H: -1.48251 1.67168 4.14593
H: -0.99106 -0.76010 5.68361
H: -1.90876 0.68718 6.16430
H: -0.14334 0.79572 5.93018
H: 0.70476 1.09412 3.63525
H: -0.44536 0.95552 2.29550
H: 1.08198 -1.03732 4.96940
H: 1.58735 -3.43200 4.89363
H: 1.12031 -4.70829 2.79819
H: 0.33916 -3.56289 0.84817
C: 4.71102 -0.51030 3.61300
C: 4.15368 -1.60149 2.95839
C: 3.52773 -1.43095 1.73206
C: 3.47195 -0.16851 1.14737
C: 4.03944 0.92376 1.79579
C: 4.65169 0.74952 3.03245
As: 2.63813 -0.01803 -0.60143
C: 3.93161 -0.72234 -1.85046
C: 4.47402 -1.99661 -1.93207
C: 5.40811 -2.27201 -2.92146
C: 5.77591 -1.28864 -3.83173
C: 5.25632 -0.00663 -3.72872
C: 4.34506 0.29066 -2.71998
C: 3.86297 1.64943 -2.39236
C: 4.26249 2.82055 -3.02802
C: 3.88899 4.05193 -2.51152
C: 3.12648 4.12984 -1.35320
C: 2.68809 2.96640 -0.73550
C: 3.04335 1.73789 -1.26434
H: 5.21052 -0.64595 4.56463
H: 4.22033 -2.59075 3.39565
H: 3.09871 -2.29328 1.23461
H: 4.04781 1.90197 1.33726
H: 5.11283 1.59685 3.52504
H: 4.20135 -2.77194 -1.23021
H: 5.85627 -3.25662 -2.97837
H: 6.49652 -1.51630 -4.60734
H: 5.59122 0.76060 -4.41515
H: 4.89699 2.78366 -3.90425
H: 4.22253 4.95956 -2.99835
H: 2.89717 5.09965 -0.92565
H: 2.12387 3.02313 0.18635
C: -3.72145 2.05581 -3.71879
C: -4.47311 1.20716 -2.70497
As: -3.55557 0.70086 -1.03038
C: -4.94865 -0.57584 -0.46717
C: -6.25964 -0.00492 0.05944
C: -3.97523 2.26223 0.10301
C: -3.81855 3.58519 -0.64257
H: -4.36449 2.27012 -4.57443
H: -2.84244 1.53234 -4.09579
H: -3.38786 3.00995 -3.31641
H: -4.73797 0.24573 -3.14825
H: -5.41405 1.67784 -2.41273
H: -4.50120 -1.26089 0.25002
H: -5.12845 -1.17278 -1.36350
H: -6.14732 0.45558 1.04294
H: -7.00431 -0.79677 0.16104
H: -6.68545 0.74518 -0.60962
H: -3.31406 2.21932 0.97151
H: -4.99332 2.16720 0.47929
H: -2.88701 3.62695 -1.21054
H: -3.84572 4.44060 0.03604
H: -4.63195 3.72716 -1.35435

Its spin multiplicity is 1. Its energy above the lowest of the compared OMol25 structures with the same formula, charge and spin is 38.2 kcal/mol. Its total charge is +3. The total energy comes out at -244581.0697 eV. For the highest occupied orbital energy, the calculation gives -0.540 Ha. The value obtained for the frontier orbital gap is 6.12 eV.

Atomic partial charges in e from the Mulliken method, atoms 1 to 2:
1. Ti -0.245
2. I 0.314

=====

Record 2
Computed, not measured: 6 unconnected molecules or ions with the total composition C48H67BClNO22P in a non-equilibrium geometry, with ωB97M-V/def2-TZVPD.

Geometry (Å):
C: -0.51914 1.44383 6.11994
C: 0.72868 1.63182 5.10914
O: 0.80807 2.66699 4.39809
O: 1.69064 0.57295 5.09897
C: 1.86215 0.00973 3.77648
C: 1.10169 -1.41355 3.68333
C: 0.28239 -1.60200 2.33187
N: 0.98156 -1.52277 1.21032
C: 0.23126 -1.63953 -0.10662
C: 0.84398 -3.00242 -0.68892
C: 2.38464 -2.95295 -1.06962
C: 2.85883 -2.88935 -2.57008
C: 4.34306 -2.88503 -3.01153
C: 5.43514 -2.95276 -1.91289
C: 6.96797 -2.98327 -2.41271
C: 5.06741 -2.99600 -0.40928
C: 3.56778 -3.01016 -0.02819
O: 0.56165 -0.37460 -0.69954
C: 0.12391 -0.23868 -2.05037
O: 0.41620 -0.97171 -3.01910
C: -0.79095 1.04268 -2.37943
C: -1.61430 1.09260 -3.69583
C: -2.45561 2.38198 -3.99530
C: -2.45177 3.59416 -2.99104
C: -1.62821 3.51562 -1.65628
C: -0.80130 2.23819 -1.36754
C: -1.29108 -1.86757 0.44255
Cl: -2.47942 -0.46721 0.07021
C: -2.12654 -3.10469 -0.23029
B: -2.66731 -2.79515 -1.73579
O: -1.91572 -2.87464 -2.95429
O: -4.07487 -2.44928 -1.89366
C: -1.31548 -1.82657 2.08450
C: -1.59725 -3.19860 2.87735
C: -3.00699 -3.28741 3.64180
C: -4.27631 -2.72129 2.83877
C: -2.96670 -2.67534 5.15761
P: -1.94783 -0.19950 2.89588
O: -1.04823 1.01937 2.52489
H: -0.44590 2.24419 6.93388
H: -0.56968 0.38869 6.55721
H: -1.50790 1.61698 5.54462
H: 2.98034 -0.20066 3.63848
H: 1.51495 0.70695 2.94165
H: 0.41032 -1.50589 4.60234
H: 1.90693 -2.24146 3.70302
H: 1.98239 -1.34235 1.37477
H: 0.65499 -3.83195 0.08208
H: 0.26885 -3.27395 -1.64273
H: 2.07139 -2.87413 -3.39867
H: 4.64723 -2.85992 -4.12186
H: 7.02523 -2.58100 -3.47787
H: 7.24088 -4.10757 -2.48299
H: 7.69521 -2.50121 -1.67987
H: 5.83578 -3.01984 0.44963
H: 3.26524 -3.05764 1.08164
H: -1.61048 0.23220 -4.45820
H: -3.08826 2.49648 -4.95088
H: -3.03134 4.56807 -3.19354
H: -1.56502 4.35768 -0.88920
H: -0.16284 2.12598 -0.41572
H: -1.58370 -4.11233 -0.11181
H: -3.07175 -3.19771 0.43445
H: -1.36165 -3.68192 -3.00103
H: -4.56739 -2.76230 -1.09315
H: -0.78819 -3.37561 3.68864
H: -1.53195 -4.14381 2.21128
H: -3.20879 -4.41630 3.80439
H: -4.99656 -2.21795 3.58321
H: -4.87071 -3.61342 2.40186
H: -4.04335 -1.96546 2.01651
H: -1.87782 -2.46490 5.48706
H: -3.52310 -1.67171 5.23086
H: -3.42078 -3.38038 5.92977
H: -3.34272 0.02265 2.69126
H: -1.77664 -0.35446 4.33042
C: 3.65927 4.62263 -2.80775
C: 2.78647 5.85438 -2.69866
C: 2.44634 6.23189 -1.28819
O: 1.22826 6.94835 -1.45879
C: 0.63500 6.43682 -2.57641
O: -0.49196 6.66449 -2.91006
O: 1.49508 5.62661 -3.25844
H: 3.25956 3.80063 -2.20723
H: 3.69678 4.26827 -3.84058
H: 4.67626 4.83566 -2.47007
H: 3.24401 6.68777 -3.24356
H: 3.20823 6.85919 -0.82289
H: 2.24829 5.36957 -0.64275
C: -4.06213 -2.26189 -8.53054
C: -3.20530 -1.26472 -7.78049
C: -3.98921 -0.32458 -6.91395
O: -3.11832 0.79915 -6.83152
C: -2.38658 0.80238 -7.98507
O: -1.69482 1.70848 -8.34454
O: -2.55525 -0.36378 -8.67372
H: -4.89031 -1.76482 -9.04270
H: -3.47619 -2.77010 -9.30000
H: -4.47507 -3.00965 -7.84938
H: -2.42871 -1.78983 -7.21233
H: -4.19438 -0.73476 -5.92374
H: -4.92961 0.00441 -7.36770
C: 5.41184 -8.38012 0.05526
C: 4.25200 -7.82898 -0.74584
C: 4.51852 -6.48304 -1.34923
O: 3.20328 -5.95563 -1.48803
C: 2.45534 -6.52877 -0.50532
O: 1.34934 -6.17243 -0.19871
O: 3.12754 -7.55479 0.08815
H: 5.79119 -7.63811 0.76318
H: 5.09604 -9.24427 0.64448
H: 6.23035 -8.68120 -0.60253
H: 3.93769 -8.55849 -1.50074
H: 5.01994 -6.54503 -2.31607
H: 5.08655 -5.81597 -0.69306
C: 2.17297 5.20900 2.31084
C: 3.04429 6.22278 3.01945
C: 2.27669 7.19755 3.86172
O: 3.15702 8.31540 3.89850
C: 3.87712 8.27566 2.74016
O: 4.57297 9.16347 2.34413
O: 3.69276 7.08803 2.09075
H: 1.34368 5.69595 1.78968
H: 2.74817 4.67100 1.55271
H: 1.75972 4.48656 3.01923
H: 3.82188 5.71032 3.59730
H: 2.07775 6.82232 4.86657
H: 1.33464 7.51910 3.40568
C: -3.85147 3.40808 2.62374
C: -5.22849 2.85737 2.92183
C: -6.12217 3.81625 3.64959
O: -7.02559 2.93525 4.31149
C: -6.34254 1.77560 4.52776
O: -6.72281 0.88420 5.22969
O: -5.16208 1.76758 3.83977
H: -3.39960 3.85001 3.51607
H: -3.18220 2.60828 2.29529
H: -3.89617 4.17278 1.84491
H: -5.69270 2.48937 1.99967
H: -6.65394 4.49098 2.97748
H: -5.60046 4.40552 4.41058

Its spin multiplicity is 1. Its total charge is +1. The total energy comes out at -119871.8617 eV. For the highest occupied orbital energy, the calculation gives -0.394 Ha. The value obtained for the frontier orbital gap is 6.86 eV.

Atomic partial charges in e from the Mulliken method, atoms 1 to 2:
1. C -0.685
2. C 0.637

=====

Record 3
Computed, not measured: a molecular structure, C48H69NO39PS2 in a non-equilibrium geometry, with ωB97M-V/def2-TZVPD.

Geometry (Å):
C: -1.59896 0.25192 -5.59336
C: -2.97755 -0.43606 -5.61147
O: -3.89760 0.02101 -6.22660
O: -3.06414 -1.57714 -4.83863
C: -2.92728 -2.70392 -5.74037
C: -2.35533 -3.97250 -5.06230
C: -1.84532 -3.73341 -3.62623
C: -0.40053 -3.17624 -3.62352
C: 0.44706 -3.68360 -2.40928
C: 0.93908 -2.54026 -1.49074
C: -0.12163 -1.50281 -1.18295
C: -1.18828 -1.78802 -0.32103
P: -1.44129 -3.39842 0.52478
O: -0.09713 -4.27061 0.56563
O: -1.90579 -3.19583 2.07031
S: -2.88287 -4.32200 -0.34216
C: -2.15324 -0.80964 -0.07789
C: -3.37710 -1.01084 0.82186
O: -4.36842 -1.50074 0.36029
O: -3.24908 -0.56136 2.08136
C: -2.03129 0.41770 -0.69034
C: -0.97781 0.62808 -1.49087
N: -0.06143 -0.29462 -1.74799
C: 1.04078 0.11885 -2.66733
C: 2.09358 0.97107 -1.92675
C: 2.54357 2.22961 -2.70645
C: 1.46706 3.32140 -2.80253
S: 0.82040 3.50235 -4.48627
O: 1.13811 2.35223 -5.28893
O: 1.37816 4.67132 -5.06471
O: -0.76180 3.73846 -4.39634
H: -1.77698 1.26472 -5.22911
H: -1.21722 0.23964 -6.61458
H: -0.93147 -0.30928 -4.93579
H: -2.27135 -2.44529 -6.59150
H: -3.91647 -2.94579 -6.13708
H: -1.60077 -4.45335 -5.69020
H: -3.18082 -4.68848 -4.97262
H: -1.85941 -4.71594 -3.14299
H: -2.53584 -3.10781 -3.05863
H: -0.44312 -2.08144 -3.67923
H: 0.04482 -3.57512 -4.54003
H: 1.33167 -4.17258 -2.82953
H: -0.11756 -4.46644 -1.90589
H: 1.80307 -2.10333 -1.99296
H: 1.32427 -2.87504 -0.52240
H: -0.41595 -5.18820 0.63287
H: -1.29924 -2.55598 2.48517
H: -2.42023 -0.06371 2.14700
H: -2.73108 1.23505 -0.56673
H: -0.88192 1.59077 -1.97687
H: 1.45087 -0.71159 -3.23197
H: 0.56695 0.77727 -3.40457
H: 1.70103 1.33113 -0.96615
H: 3.00135 0.41148 -1.67363
H: 3.38398 2.66927 -2.16094
H: 2.94701 1.93241 -3.67729
H: 0.65991 3.21831 -2.07091
H: 1.93139 4.28889 -2.59595
H: -1.22827 2.90751 -4.57388
C: -4.32995 2.01218 5.68406
C: -4.43946 1.82426 4.19856
O: -3.73443 2.96127 3.68545
C: -2.87026 3.37382 4.63500
O: -2.02215 4.19342 4.45124
O: -3.08932 2.73559 5.81500
H: -4.28572 1.06744 6.22244
H: -5.13771 2.61688 6.09685
H: -3.94361 0.91614 3.85612
H: -5.46704 1.81724 3.85006
C: 2.78591 3.40778 2.39081
C: 2.49712 4.84334 2.03160
O: 1.64904 4.70819 0.87747
C: 1.06990 3.49653 0.93926
O: 0.17900 3.13527 0.22033
O: 1.61030 2.73382 1.90611
H: 2.91133 3.25317 3.46031
H: 3.65931 3.01071 1.86981
H: 1.94651 5.37012 2.81209
H: 3.39460 5.40676 1.79078
C: 6.80996 -0.56835 -3.40161
C: 6.29361 0.56884 -4.24656
O: 5.57248 1.35946 -3.29170
C: 6.08262 1.08703 -2.06341
O: 5.81138 1.70050 -1.07917
O: 6.92820 0.03451 -2.10584
H: 7.76791 -0.94563 -3.74438
H: 6.10404 -1.39890 -3.33981
H: 7.09472 1.17488 -4.67293
H: 5.64066 0.23443 -5.04893
C: 0.65164 1.14995 5.73269
C: 0.24939 2.51667 6.20261
O: 1.46264 3.26844 6.04616
C: 2.21485 2.64354 5.11097
O: 3.20374 3.09955 4.62441
O: 1.69599 1.43072 4.79048
H: -0.16241 0.61835 5.26150
H: 1.06152 0.53640 6.53761
H: -0.52502 2.95939 5.58145
H: -0.08396 2.52392 7.23763
C: 2.46269 -8.23885 0.33679
C: 1.06340 -7.71820 0.56508
O: 0.81928 -6.95043 -0.62019
C: 1.63900 -7.43466 -1.59708
O: 1.56492 -7.12734 -2.73992
O: 2.54031 -8.30638 -1.08777
H: 2.62640 -9.21747 0.78090
H: 3.22999 -7.55185 0.69918
H: 0.32151 -8.51643 0.62632
H: 0.98805 -7.09578 1.45559
C: -9.26402 0.57944 6.73641
C: -9.39491 0.38947 5.24462
O: -8.68220 1.51863 4.72740
C: -7.80640 1.92080 5.67316
O: -6.94768 2.72996 5.49411
O: -8.02415 1.28850 6.84804
H: -9.22416 -0.36087 7.28030
H: -10.06124 1.19664 7.15341
H: -8.91145 -0.52392 4.89328
H: -10.42795 0.39424 4.90684
C: -2.44261 6.19038 7.27011
C: -3.05974 5.01128 7.98123
O: -2.38499 5.01549 9.24178
C: -1.93670 6.28127 9.46549
O: -1.48192 6.65916 10.49365
O: -2.08128 7.05026 8.35591
H: -3.13564 6.68688 6.59496
H: -1.54172 5.92076 6.71596
H: -4.13138 5.14156 8.15473
H: -2.89759 4.07480 7.45728
C: -2.33249 -1.66910 9.00322
C: -1.50290 -0.44892 9.32090
O: -1.08179 -0.01892 8.01950
C: -1.97194 -0.49431 7.12017
O: -2.00181 -0.17283 5.97088
O: -2.82264 -1.37452 7.68827
H: -3.15355 -1.81465 9.70022
H: -1.73763 -2.58288 8.96025
H: -2.08641 0.34848 9.78372
H: -0.64723 -0.67192 9.95284
C: 11.60505 -0.89816 -5.95631
C: 11.53583 -1.44145 -4.54924
O: 10.13863 -1.71038 -4.39147
C: 9.60963 -1.88454 -5.63004
O: 8.50908 -2.28583 -5.83792
O: 10.49657 -1.54230 -6.59193
H: 12.53684 -1.14465 -6.45887
H: 11.45529 0.18244 -5.99697
H: 12.08974 -2.37421 -4.43149
H: 11.88108 -0.72925 -3.80386
C: -1.47059 0.58477 -10.77114
C: -0.09697 -0.01725 -10.94693
O: -0.11199 -1.09972 -10.01203
C: -1.40795 -1.44431 -9.80068
O: -1.75796 -2.41333 -9.20754
O: -2.24973 -0.53902 -10.35466
H: -1.86572 1.01137 -11.68971
H: -1.49913 1.34399 -9.98671
H: 0.05981 -0.41919 -11.94953
H: 0.70317 0.68254 -10.71783

Its spin multiplicity is 1. Its total charge is +1. The total energy comes out at -163191.3814 eV. For the highest occupied orbital energy, the calculation gives -0.413 Ha. The value obtained for the frontier orbital gap is 7.66 eV.

Atomic partial charges in e from the Mulliken method, atoms 1 to 2:
1. C 0.459
2. C 0.288